1.
The following is a quantum chemistry calculation of a molecular structure, C13H29N5O3P2SW at a distorted geometry, from the Open Molecules 2025 dataset.

Calculated values
LUMO energy (spin up / spin down) (eV): -7.98 / -7.36
Largest force on an atom (eV Å⁻¹): 8.2
Multiplicity: 3
HOMO-LUMO gap (spin up / spin down) (eV): 6.663 / 7.858
Net charge: +2
<S²>: 2.020

Last column: Mulliken charge in e.
Element x y z (Å)
W: -0.87153 -0.36575 -1.46830  1.03
C: -0.41463 -3.33095 0.48150  -0.01
N: 0.71407 -2.43465 0.76870  0.24
C: 1.60727 -3.00645 1.78400  -0.97
P: 0.19397 -0.78105 1.28530  0.58
O: -0.91093 -0.36575 0.48280  -0.13
O: 1.48747 0.36915 0.97550  -0.62
P: 1.87907 0.58165 -0.73090  0.80
O: 1.08407 -0.36575 -1.50770  -0.46
N: 3.63017 0.25465 -1.04920  -0.09
C: 3.94147 -1.14465 -0.74320  -0.78
C: 4.43507 1.14935 -0.20750  -0.95
N: 1.53067 2.28445 -1.23000  -0.01
C: 1.85787 2.47035 -2.64740  -0.89
C: 0.12507 2.60995 -0.97430  -1.24
N: -0.24783 -0.68555 3.04230  -0.09
C: -0.48603 0.71945 3.39240  -0.90
C: -1.43993 -1.48545 3.34850  -0.83
H: -0.03243 -4.28755 0.06310  0.41
H: -1.07693 -2.87885 -0.28360  -0.55
H: -1.00593 -3.56545 1.38410  0.29
H: 2.03077 -3.96695 1.41810  0.37
H: 1.06707 -3.18945 2.73710  0.34
H: 2.45097 -2.31755 1.98330  0.29
H: 3.32087 -1.81915 -1.36960  0.26
H: 3.76007 -1.36995 0.32790  0.25
H: 5.00567 -1.35585 -0.97870  0.43
H: 4.21387 2.21155 -0.46430  0.32
H: 5.51707 0.98415 -0.40290  0.38
H: 4.22957 0.98825 0.86860  0.33
H: 2.93187 2.25545 -2.82400  0.34
H: 1.67977 3.52955 -2.94320  0.34
H: 1.24307 1.80805 -3.29570  0.33
H: -0.11583 2.44745 0.09770  0.40
H: -0.55423 1.99795 -1.60200  0.53
H: -0.05953 3.68325 -1.19750  0.52
H: 0.42617 1.32025 3.20040  0.25
H: -0.71413 0.81185 4.47630  0.43
H: -1.33233 1.14255 2.80650  0.30
H: -1.20663 -2.56225 3.27430  0.22
H: -2.28923 -1.22545 2.68230  0.29
H: -1.75223 -1.32345 4.40470  0.40
S: -2.70683 -2.04855 -1.46830  -0.35
C: -3.27093 -0.21575 -1.46830  0.29
C: -4.66133 -0.13455 -1.46830  -0.73
C: -5.26553 1.12395 -1.46830  -0.17
C: -4.48423 2.27765 -1.46830  -0.84
C: -3.10423 2.15145 -1.46830  0.20
N: -2.46003 0.97245 -1.46830  -0.18
H: -5.27593 -1.02855 -1.46830  0.44
H: -6.34813 1.19495 -1.46830  0.44
H: -4.94423 3.25785 -1.46830  0.43
H: -2.46003 3.02325 -1.46830  0.45
H: -0.87153 -0.36575 -3.21430  -0.09



2.
The following is a quantum chemistry calculation of a molecular structure, C13H30As3AuO3S4, from the Open Molecules 2025 dataset.

Calculated values
LUMO energy (spin up / spin down) (eV): 0.26 / -2.73
Largest force on an atom (eV Å⁻¹): 0.8
Multiplicity: 3
HOMO-LUMO gap (spin up / spin down) (eV): 7.616 / 5.420
ΔE to the lowest compared entry with this formula, charge and spin (kJ/mol): 0.0
Net charge: 0
<S²>: 2.017

Last column: Mulliken charge in e.
Element x y z (Å)
Au: 1.04801 2.10852 -1.29679  0.07
S: 4.01043 5.68083 -1.08200  -0.21
C: 3.01579 4.38951 -1.12382  0.17
S: 3.47317 2.74883 -1.34403  -0.22
S: 1.30658 4.61154 -1.13150  -0.25
C: -2.97867 2.01028 -1.41082  -1.22
As: -1.29599 1.07701 -1.50015  0.63
C: -1.51461 0.10413 -3.16421  -1.12
C: -1.46832 -0.42928 -0.27414  -0.67
C: -1.37060 -0.21722 1.24164  2.69
C: -2.19957 0.99156 1.69010  -1.86
C: 0.06931 -0.05312 1.74555  -1.35
As: 1.17756 1.41237 1.10577  1.17
C: 2.89931 0.98671 1.83769  -1.19
C: 0.67026 2.96961 2.13282  -1.30
C: -1.98253 -1.44948 1.95482  -2.27
As: -1.55659 -3.37316 1.70847  0.32
C: -2.03498 -3.68764 -0.16946  -0.91
C: 0.38404 -3.45771 1.48667  -0.78
H: -3.76245 1.25719 -1.33433  0.37
H: -3.09552 2.57035 -2.33659  0.47
H: -3.03081 2.69130 -0.56644  0.35
H: -2.48843 -0.38608 -3.14766  0.39
H: -0.71553 -0.62867 -3.26050  0.29
H: -1.46877 0.80939 -3.99179  0.43
H: -0.72165 -1.15104 -0.61744  -0.66
H: -2.44968 -0.85021 -0.50748  0.96
H: -1.82374 1.93468 1.28407  0.02
H: -2.18361 1.08207 2.77839  0.45
H: -3.24215 0.89144 1.38002  0.46
H: 0.66020 -0.94110 1.54604  -0.02
H: 0.05036 0.11955 2.82639  0.74
H: 2.76792 0.87056 2.91394  0.43
H: 3.57855 1.80623 1.61794  0.42
H: 3.25380 0.06852 1.38256  0.34
H: 0.42912 2.67442 3.15398  0.44
H: -0.17639 3.46938 1.67138  0.38
H: 1.51699 3.65444 2.12773  0.45
H: -3.06453 -1.43673 1.78015  0.57
H: -1.86565 -1.30517 3.03377  0.50
H: -3.01561 -3.25841 -0.37814  0.27
H: -2.10535 -4.76685 -0.30076  0.44
H: -1.29749 -3.29571 -0.86771  0.13
H: 0.88341 -3.18233 2.41629  0.34
H: 0.76729 -2.86401 0.65865  0.02
H: 0.60673 -4.50647 1.28601  0.45
C: 3.31850 -1.79925 -2.44949  -1.22
S: 1.80674 -1.18197 -1.79938  0.98
O: 0.79426 -2.20424 -2.00659  -0.65
O: 1.52949 0.04583 -2.57840  -0.71
O: 2.04616 -0.84766 -0.39225  -0.57
H: 3.21273 -1.91799 -3.52549  0.38
H: 3.52489 -2.75994 -1.98096  0.34
H: 4.10762 -1.08485 -2.22252  0.31



3.
The following is a quantum chemistry calculation of 4 unconnected molecules or ions with the total composition C13H30BO11P at a distorted geometry, from the Open Molecules 2025 dataset.

Calculated values
LUMO energy (eV): 3.75
Largest force on an atom (eV Å⁻¹): 1.3
HOMO-LUMO gap (eV): 2.434
Net charge: -2

Last column: Mulliken charge in e.
Element x y z (Å)
O: -0.54831 -6.23856 1.14685  -0.71
C: -0.08579 -5.55530 2.09968  0.54
O: 0.30100 -6.00070 3.19802  -0.78
P: 0.02067 -3.58855 1.96806  0.33
O: -1.37500 -3.53739 0.72934  -0.05
B: -2.59656 -3.56975 1.19724  0.45
O: -3.16868 -2.58674 2.04414  -0.62
O: -3.46471 -4.61889 0.79976  -0.74
H: 0.97837 -3.64744 0.82123  -0.12
H: 0.03989 -2.13925 1.89706  -0.52
H: -0.92079 -3.54031 3.14061  -0.18
H: 1.14242 -3.57922 2.89703  0.02
H: -3.28568 -3.00275 2.89769  0.18
H: -3.13970 -5.44306 1.17286  0.29
O: 1.26705 0.24550 2.04536  -0.63
C: 0.42242 0.84322 1.45611  0.53
O: -0.23155 1.87554 2.08653  -0.36
C: -1.12569 2.69442 1.34115  -0.35
C: -2.52394 2.11698 1.30412  -1.06
C: -0.00585 0.44367 0.06361  -0.85
H: -0.72978 2.86541 0.33860  0.33
H: -1.13486 3.66420 1.84548  0.37
H: -2.53785 1.14578 0.82193  0.19
H: -3.19437 2.77824 0.75493  0.35
H: -2.90520 1.98707 2.31795  0.35
H: -0.76782 -0.33415 0.12800  0.27
H: 0.86498 0.03834 -0.44222  0.39
H: -0.37726 1.27173 -0.53328  0.37
O: -3.33069 1.32078 -1.50398  -0.53
C: -2.99714 0.61757 -2.41661  0.86
O: -2.19138 -0.41294 -2.13337  -0.26
C: -1.85126 -1.45317 -3.04759  -0.40
C: -0.65722 -1.08416 -3.90328  -0.98
C: -3.38123 0.90211 -3.85366  -1.24
H: -2.71766 -1.74064 -3.64664  0.39
H: -1.60864 -2.30484 -2.41565  0.33
H: -0.86609 -0.22088 -4.53820  0.28
H: -0.37644 -1.92219 -4.54154  0.40
H: 0.18914 -0.82868 -3.26736  0.23
H: -2.65270 1.59224 -4.27660  0.26
H: -4.35758 1.37828 -3.85173  0.34
H: -3.44033 0.01520 -4.48044  0.38
O: 2.10835 2.68356 -1.16446  -0.55
C: 2.97078 2.91790 -0.36924  0.72
O: 4.25610 2.68313 -0.72189  -0.36
C: 5.35463 3.06844 0.09796  -0.40
C: 5.68375 2.01564 1.13700  -0.95
C: 2.64990 3.35494 1.04226  -0.78
H: 5.17796 4.04691 0.54791  0.36
H: 6.18963 3.18586 -0.59213  0.30
H: 4.85971 1.86633 1.83307  0.28
H: 6.56812 2.30645 1.70599  0.35
H: 5.87599 1.05970 0.65276  0.29
H: 2.46664 2.46308 1.64474  0.12
H: 1.73728 3.94290 1.01149  0.24
H: 3.42299 3.95846 1.51339  0.36